[1]
20
Properties=species:S:1:pos:R:3:forces:R:3 method="wB97M-V/def2-TZVPD" e_above_lowest_kj_mol=270.7 e_lumo_ev=4.0 e_tot_ha=-348.6968 gap_ev=6.86 total_charge=-1
C -2.03942 0.92419 0.18459 2.95 0.71 -1.43
O -1.36008 1.98846 0.71205 0.39 -0.83 0.00
C -1.39510 -0.51908 0.29472 2.26 -1.02 1.26
C 0.11828 -0.48805 1.17943 -1.64 -0.81 -1.45
C 1.37656 -1.32580 0.61544 -1.71 0.04 -2.54
C 2.03308 -0.59560 -0.70967 -1.42 -1.25 0.66
H -2.02572 0.96452 -0.95360 -0.82 0.45 0.33
H -3.02334 0.93003 0.52767 -2.22 -0.47 0.54
H -2.05425 -1.23088 0.91917 0.89 0.74 -1.37
H -1.19280 -0.84715 -0.79497 -0.35 -0.16 1.92
H 0.25332 0.60848 1.25875 0.41 -0.52 0.03
H -0.18167 -0.86379 2.16867 0.33 0.11 -0.17
H 2.09436 -1.58929 1.39882 0.06 0.46 -0.10
H 1.07774 -2.36551 0.14858 -0.03 1.81 1.24
H 2.92508 0.02497 -0.38285 -1.42 -0.15 -0.77
H 2.43797 -1.48647 -1.29665 -0.36 1.41 0.32
H 1.09995 -0.07741 -1.32156 2.97 -0.97 1.56
H 0.24632 1.75998 -0.52654 -1.17 1.50 -3.27
H -0.65840 2.15316 -1.84310 0.33 -0.07 0.81
O 0.26813 2.03525 -1.57895 0.55 -0.98 2.40


[2]
74
Properties=species:S:1:pos:R:3:forces:R:3 method="wB97M-V/def2-TZVPD" e_above_lowest_kj_mol=15.3 e_lumo_ev=3.8 e_tot_ha=-4533.4019 gap_ev=4.78 total_charge=-2
Rb -0.41961 0.85458 0.41270 -0.60 -0.15 0.17
C 2.34523 2.85195 3.94629 -0.01 -0.05 -0.01
C 2.62086 2.04842 5.03813 0.00 -0.07 0.05
C 1.83449 0.92865 5.27674 0.13 0.07 0.06
C 0.79058 0.65711 4.40238 -0.24 -0.32 -0.02
N 0.53175 1.42561 3.35413 -0.04 0.23 -0.21
C 1.28388 2.49420 3.12329 -0.07 0.02 -0.08
C -0.12755 -0.52771 4.56179 0.24 0.32 -0.03
C -0.26884 -1.19446 5.77312 -0.08 -0.10 0.09
C -1.15397 -2.26022 5.84598 0.07 0.06 0.06
C -1.86784 -2.62045 4.71757 -0.05 -0.03 -0.06
C -1.66263 -1.89277 3.55126 0.07 0.10 0.04
N -0.81323 -0.87438 3.47690 -0.08 -0.18 -0.17
H 2.94305 3.72329 3.71565 0.00 0.00 0.02
H 3.45011 2.27768 5.69696 0.00 0.00 0.00
H 2.05174 0.27398 6.11024 0.00 0.00 0.00
H 1.01203 3.07754 2.24520 -0.02 0.00 0.03
H 0.28115 -0.87654 6.64885 -0.01 0.00 -0.01
H -1.28931 -2.79189 6.78053 0.00 -0.01 -0.01
H -2.57613 -3.43856 4.72943 0.01 0.01 0.00
H -2.20355 -2.12434 2.63946 0.02 -0.01 0.02
N -1.40113 5.68309 -0.19871 0.05 -0.02 0.01
C -1.20735 4.25611 -0.59506 0.03 0.01 0.32
O -1.08499 3.43197 0.43482 0.16 0.37 -0.17
C -1.95180 3.87993 -1.84644 -0.01 -0.07 -0.11
C -0.42517 4.05204 -1.89288 -0.08 -0.04 -0.03
H -0.87537 5.75597 0.66737 -0.03 -0.01 0.03
H -0.93287 6.29120 -0.86590 0.02 -0.01 0.00
H -2.56293 4.62852 -2.34314 0.03 0.00 0.00
H -2.33672 2.86699 -1.89713 0.02 0.02 0.00
H -0.03148 4.90794 -2.43788 -0.03 0.00 0.00
H 0.17628 3.15308 -1.97996 -0.02 0.00 0.01
Cl -4.78359 1.54908 1.14995 0.02 -0.11 -0.02
C -4.61965 -0.18287 0.83347 -0.10 0.07 0.03
C -3.38674 -0.66163 0.44084 0.02 -0.07 0.00
C -3.34609 -2.01515 0.21373 0.04 -0.09 -0.02
Cl -1.79113 -2.73578 -0.29028 -0.06 0.00 0.05
C -4.42775 -2.88287 0.35943 0.06 -0.07 -0.03
Cl -4.29198 -4.59808 0.06513 -0.02 0.06 0.02
C -5.65108 -2.35068 0.75702 -0.01 0.00 0.00
Cl -7.03531 -3.38335 0.94896 0.03 0.03 0.00
C -5.75127 -0.97973 0.99730 -0.03 0.03 0.01
Cl -7.28579 -0.31752 1.49535 0.04 -0.03 -0.01
O 3.52289 1.41785 -1.64769 0.11 0.02 0.00
S 2.73262 0.40712 -0.97219 0.16 0.13 0.13
O 2.43718 0.64171 0.43289 0.23 -0.01 -0.17
N 1.40435 0.01258 -1.66908 -0.01 -0.03 -0.38
C 1.29696 -0.22707 -3.01822 -0.20 0.05 0.29
C 2.32571 -0.39831 -3.92717 0.12 -0.02 -0.14
C 2.07518 -0.71056 -5.28010 0.04 0.02 0.10
C 0.80750 -0.85251 -5.76333 -0.07 0.02 0.07
C -0.28492 -0.65909 -4.87738 -0.02 -0.02 -0.13
C -1.63083 -0.76097 -5.30132 0.05 -0.01 -0.05
C -2.64221 -0.54131 -4.41661 -0.03 0.02 0.08
C -2.30950 -0.20911 -3.08317 -0.04 -0.02 -0.02
N -1.08143 -0.11353 -2.65545 0.23 0.00 -0.01
C -0.05689 -0.33868 -3.52261 -0.11 0.03 0.12
C 3.76681 -1.05303 -0.97047 0.03 -0.16 0.02
C 3.19507 -2.27750 -0.64325 0.04 0.01 -0.02
C 3.97931 -3.42026 -0.63327 0.01 0.01 0.00
C 5.33144 -3.34186 -0.94967 -0.02 0.02 0.00
C 5.89551 -2.11746 -1.27918 0.00 0.02 -0.01
C 5.11207 -0.96862 -1.29426 -0.03 -0.07 0.02
H 3.34970 -0.27535 -3.60328 0.00 0.00 0.01
H 2.92208 -0.83939 -5.94599 0.01 0.00 0.01
H 0.61838 -1.09512 -6.80308 -0.01 0.00 0.01
H -1.83671 -1.01148 -6.33743 0.01 0.00 0.00
H -3.68125 -0.61005 -4.71325 0.00 0.00 0.01
H -3.08761 -0.02357 -2.34690 0.01 0.00 -0.01
H 2.13670 -2.32165 -0.41518 0.01 0.01 0.00
H 3.53361 -4.37582 -0.38452 0.00 0.00 0.00
H 5.94159 -4.23753 -0.94579 0.00 0.00 0.00
H 6.94764 -2.05618 -1.53277 0.00 0.00 0.00
H 5.52079 -0.00317 -1.56283 0.00 0.00 0.01


[3]
112
Properties=species:S:1:pos:R:3:forces:R:3 method="wB97M-V/def2-TZVPD" e_above_lowest_kj_mol=233.2 e_lumo_ev=-2.8 e_tot_ha=-3678.7885 gap_ev=7.73 total_charge=+1
C 8.32800 33.42100 12.09300 3.01 5.49 -0.47
C 8.04400 34.29000 10.87000 0.49 -2.31 -5.45
O 8.65900 34.15900 9.77400 -2.64 1.26 5.00
N 6.74100 35.18100 10.87800 -0.13 -1.89 -2.11
H 5.89800 34.92000 11.45000 -0.20 -1.46 1.55
H 7.00300 35.96700 11.42200 1.00 2.20 0.98
C 6.20200 35.62900 9.55900 -2.52 1.35 -3.85
H 7.61300 33.62500 12.79800 -1.49 0.90 2.22
H 9.41900 33.68400 12.41600 -1.97 -0.21 -0.21
H 8.34300 32.43000 12.04700 -0.06 -4.27 -1.57
H 5.08300 36.21800 9.39800 2.85 -1.97 2.07
H 5.86500 34.72000 8.72300 2.26 2.60 2.53
H 6.83400 36.54400 9.24100 -0.51 -2.25 -0.45
C 9.97600 39.20600 14.03300 0.07 -11.69 0.03
C 10.63600 38.63700 12.83700 3.45 1.08 0.10
O 11.58400 39.12000 12.30100 0.15 0.84 -0.48
N 10.27400 37.33600 12.27800 -3.21 0.22 1.68
H 10.36100 36.62800 12.97000 0.67 -0.59 1.25
H 9.09600 37.23000 12.29300 -0.25 1.10 -0.70
C 10.88100 36.85300 11.07600 -2.05 -1.99 -2.53
H 10.19300 38.81600 15.07500 0.86 -0.24 -1.38
H 9.05800 38.70300 13.89500 -2.16 0.09 0.33
H 9.84800 40.08800 14.20500 -0.90 10.48 0.61
H 10.32400 37.27900 10.07700 1.39 -1.53 2.61
H 10.88900 35.71700 11.29000 -0.68 1.47 -1.49
H 11.90100 37.00400 11.02000 2.04 1.21 -0.08
C 3.64000 37.37300 13.88500 0.61 0.83 2.76
C 4.66300 37.16800 14.95200 2.12 2.54 2.81
O 4.72100 37.67900 16.08300 -0.11 -2.50 -4.01
N 5.94300 36.41100 14.41500 -0.61 -0.25 1.80
H 5.66800 35.63900 13.72800 -1.40 -0.66 0.23
H 6.46600 36.93700 13.65600 0.40 0.10 1.31
C 6.82800 35.83500 15.53900 -4.73 1.91 1.14
H 3.08700 38.27500 14.12000 -0.55 -0.33 0.33
H 3.14500 36.44500 13.91200 -1.26 -1.00 -0.82
H 4.15900 37.58800 13.02000 0.86 -0.18 -2.33
H 7.46400 35.27800 15.08200 4.80 -2.95 -3.04
H 6.38600 35.08300 16.20400 -1.22 0.42 -0.51
H 7.21800 36.52600 16.22000 0.69 1.53 0.34
O 7.70000 37.19400 12.33900 -3.44 2.59 0.24
H 6.88300 37.94700 12.27000 3.96 -2.63 -0.13
O 4.89300 34.68400 12.75900 6.80 2.40 5.26
H 4.31800 34.47700 12.16900 -6.26 -2.12 -5.53
F 3.00000 36.68300 8.81000 -1.07 1.74 1.86
C 2.82900 37.75400 9.75400 0.87 -0.91 -1.49
C 1.68800 38.01200 10.47500 -1.45 -0.26 0.43
C 1.75300 39.03000 11.43000 0.11 0.98 0.67
C 2.83800 39.93000 11.54200 -0.08 0.85 -0.06
C 3.96300 39.72100 10.75200 -1.45 -3.88 -1.28
C 3.94300 38.53000 9.89600 2.87 0.38 -0.30
H 0.71800 37.50500 10.29800 0.96 0.02 0.29
H 0.98200 39.19500 12.20200 -0.10 -0.27 -1.01
H 2.74100 40.87600 12.17100 0.21 -1.66 -0.63
H 4.88900 40.19100 10.83500 1.03 1.27 0.12
H 4.86800 38.05500 9.28500 -2.05 2.07 1.43
F 13.20200 37.52700 6.50700 1.53 2.30 -1.02
C 12.35400 36.56400 6.50200 -3.22 -2.67 0.36
C 12.45100 35.66100 7.53600 -0.17 0.85 0.63
C 11.44900 34.74400 7.69600 -2.34 -1.07 -1.38
C 10.27400 34.69700 6.83500 0.02 -0.81 0.82
C 10.22200 35.56200 5.73500 -2.05 -1.85 2.01
C 11.22600 36.44400 5.64100 2.81 2.97 -1.55
H 13.10500 35.83200 8.40300 0.35 -0.26 -0.87
H 11.68500 34.04900 8.47400 -0.86 -0.55 0.53
H 9.29000 34.11600 6.95300 2.26 0.46 0.50
H 9.24500 35.56000 5.16900 1.62 0.19 0.21
H 11.16400 37.12400 4.80600 0.26 0.50 -0.10
C 6.28900 40.01300 4.18600 -3.42 -1.81 -1.90
C 7.47400 39.23100 4.63900 1.20 -0.65 -4.64
C 7.09500 37.89400 5.06000 0.92 -1.91 -1.63
S 5.51500 37.91500 5.69900 1.45 0.20 2.28
O 5.66700 37.68600 7.13000 -0.66 0.77 0.24
O 4.77500 36.96800 4.97200 -2.24 -1.20 -1.26
C 5.17300 39.60700 5.27400 -0.69 -1.16 -4.57
H 5.84800 39.79800 3.10200 1.13 0.27 2.25
H 6.59400 41.02700 4.24400 -0.47 1.15 -0.01
H 7.73200 39.88500 5.36400 2.31 1.40 2.78
H 8.20600 39.12300 3.74600 -0.64 0.64 1.86
H 7.77900 37.36700 5.69000 0.32 -0.20 0.72
H 6.97600 37.26100 4.16400 0.16 0.15 0.21
H 5.30100 40.20000 6.06300 0.28 2.26 3.51
H 4.15000 39.66100 4.85900 0.48 0.05 0.39
C 8.40000 39.60400 10.09600 2.60 -3.73 1.18
C 7.74000 40.83700 10.65200 0.88 -3.32 5.34
C 7.15800 41.62000 9.72200 5.50 7.72 -3.68
S 8.37500 41.40100 8.37100 -3.47 1.37 -1.52
O 9.58200 41.99500 8.75800 2.72 0.76 0.88
O 7.74000 41.85100 7.15000 0.29 -0.67 -0.29
C 8.39600 39.66900 8.58100 2.12 -1.24 -4.16
H 8.04600 38.61000 10.43000 -1.07 0.74 -0.19
H 9.47600 39.38700 10.67400 -2.04 1.38 -2.32
H 8.46100 41.38800 11.20400 0.36 0.33 0.98
H 6.89700 40.49400 11.21100 -0.09 -0.34 1.79
H 7.16200 42.76000 9.76900 -0.25 -1.53 0.58
H 6.40000 41.30800 9.26700 -6.98 -2.56 -3.26
H 9.37400 39.31200 8.03400 -1.47 0.64 1.39
H 7.62600 39.28900 7.73100 0.81 0.34 3.03
C 4.56200 31.90600 6.30800 4.41 0.52 -3.56
C 5.57800 31.53800 7.42100 -4.33 1.19 1.43
C 6.78200 31.87200 6.80300 6.96 0.10 0.54
S 6.69100 33.39800 5.84500 0.32 -0.03 -1.37
O 7.11300 33.21100 4.42000 -0.46 0.52 3.28
O 7.19000 34.50400 6.68200 -0.14 -1.10 -1.26
C 4.94200 33.40000 5.92200 -2.16 -0.11 -2.44
H 3.65300 31.69800 6.58600 -5.33 -0.17 1.68
H 4.60100 31.27900 5.27300 0.73 1.09 2.53
H 5.45500 30.58000 7.87400 0.28 -1.17 -0.48
H 5.38600 32.15600 8.34400 -0.11 0.13 -0.98
H 7.20000 31.00600 6.29400 0.00 0.34 -0.84
H 7.59600 32.13600 7.54300 -0.60 -0.28 -0.62
H 4.73900 33.62300 4.77400 -0.29 -0.22 2.54
H 4.52900 34.19700 6.59200 0.48 -0.70 -0.64